Record 1
{"formula": "C6H10S2", "method": "ωB97M-V/def2-TZVPD", "symbols": ["C", "C", "C", "H", "H", "H", "H", "S", "C", "H", "C", "H", "H", "H", "S", "H", "C", "H"], "xyz": [[0.914, -0.703, 1.281], [0.017, -1.605, 0.516], [0.132, 1.444, 0.148], [0.529, 2.416, -0.125], [-1.572, -1.126, 2.067], [-0.839, 1.735, 0.551], [-1.029, -1.266, -1.706], [-1.060, -2.340, 1.789], [-0.956, -0.698, -0.786], [1.483, 1.124, 1.932], [-0.092, 0.473, -1.087], [1.491, -3.397, 0.647], [1.708, -1.077, 1.878], [-0.559, 1.073, -1.873], [0.724, -2.938, -0.462], [-2.103, -0.397, -0.707], [0.827, 0.611, 1.134], [0.872, 0.013, -1.527]], "e_lumo_ev": 0.8, "gap_ev": 9.41, "smiles": "SC1(S)C=CCCC1", "homo_energy_ev": -8.7}

***

Record 2
{"formula": "C4H12NO3", "method": "ωB97M-V/def2-TZVPD", "symbols": ["H", "O", "C", "H", "C", "H", "N", "C", "O", "H", "H", "H", "H", "H", "H", "H", "O", "H", "H", "C"], "xyz": [[1.156, 0.450, -1.455], [-2.176, 2.524, -0.107], [0.099, 0.101, 0.356], [0.873, -1.591, -0.809], [-1.061, 2.859, -0.890], [-0.311, 3.423, -0.322], [-0.475, 1.705, -1.551], [0.479, -1.445, 0.194], [1.191, -4.256, 1.114], [0.570, 0.389, 1.302], [-2.104, 1.709, 0.393], [-0.434, -2.061, 0.221], [1.593, -4.429, 1.984], [-1.549, 3.467, -1.654], [-0.979, 0.143, 0.513], [-0.988, 1.083, -2.144], [1.278, -1.818, 1.268], [1.203, 1.844, -0.313], [1.215, -3.051, 1.202], [0.575, 1.048, -0.714]], "e_lumo_ev": 3.4, "charge": -1, "gap_ev": 7.20, "homo_energy_ev": -3.8}

***

Record 3
{"formula": "C5H8ClN", "method": "ωB97M-V/def2-TZVPD", "symbols": ["C", "Cl", "H", "N", "H", "H", "C", "H", "C", "H", "H", "C", "H", "C", "H"], "xyz": [[1.881, 1.236, 0.255], [-3.567, 0.438, -0.026], [2.705, 0.667, 0.768], [-2.248, -1.706, -1.027], [2.430, 1.475, -0.679], [-3.087, -2.297, -1.009], [0.616, 0.404, 0.050], [0.223, -0.809, 1.566], [-0.373, 0.925, -0.608], [1.857, -1.246, 0.750], [-0.822, 1.885, -0.747], [0.750, -0.965, 0.610], [1.723, 2.268, 0.696], [-2.310, -0.594, -0.561], [0.220, -1.682, -0.038]], "e_lumo_ev": [0.2, 0.2], "gap_ev": [8.33, 8.33], "homo_energy_ev": [-8.1, -8.1]}

***

Record 4
{"formula": "C5H6O2", "method": "ωB97M-V/def2-TZVPD", "symbols": ["O", "C", "H", "H", "C", "H", "C", "H", "H", "C", "O", "C", "H"], "xyz": [[3.224, -0.376, 1.031], [2.604, -0.963, 0.281], [0.986, 2.472, -0.783], [-1.638, -1.947, -0.638], [-1.774, -0.981, -0.138], [-2.256, -0.299, -0.844], [0.248, 0.504, -0.586], [-2.415, -1.134, 0.732], [0.535, 1.920, 0.934], [0.615, 1.695, -0.126], [-0.003, -0.699, 1.441], [-0.442, -0.442, 0.338], [0.317, 0.248, -1.642]], "e_lumo_ev": 0.7, "gap_ev": 10.56, "homo_energy_ev": -9.9}

***

Record 5
{"formula": "C31H34N2O6", "method": "ωB97M-V/def2-TZVPD", "symbols": ["C", "C", "C", "C", "C", "H", "C", "C", "H", "H", "H", "H", "H", "C", "H", "C", "O", "H", "C", "H", "H", "C", "H", "H", "H", "H", "H", "N", "C", "C", "H", "C", "N", "H", "H", "H", "H", "C", "H", "C", "O", "C", "C", "C", "C", "O", "C", "H", "C", "H", "C", "H", "H", "H", "C", "C", "H", "H", "H", "C", "C", "H", "H", "O", "H", "C", "C", "H", "O", "C", "C", "H", "O"], "xyz": [[-2.016, -1.374, -0.578], [0.446, 1.222, -3.768], [2.671, -2.912, 0.927], [-0.272, 0.718, -1.522], [-1.388, 1.531, -1.686], [-3.128, -3.218, -0.640], [1.245, 1.475, -6.018], [0.253, 0.635, -6.816], [1.663, -1.887, -0.634], [0.201, 1.000, -7.838], [-0.437, -1.505, -4.174], [-2.252, 2.823, 2.213], [-0.212, 3.843, 5.655], [-2.288, -2.797, -0.069], [0.690, -5.168, -1.077], [-0.136, 1.882, 4.777], [-0.872, -1.064, 1.491], [-2.444, 2.803, -3.031], [0.828, 1.697, 1.392], [-2.668, 2.046, 5.868], [-2.925, -0.768, -0.484], [-0.681, 2.021, -3.936], [-0.331, 0.418, 2.454], [0.576, -0.403, -6.829], [3.407, -1.607, 3.959], [-0.740, 0.680, -6.375], [1.834, 0.943, -0.311], [-0.040, 0.082, -0.274], [3.163, -2.847, 2.227], [-0.507, -3.448, -1.415], [2.241, 1.394, -6.460], [1.858, -0.648, 1.108], [0.001, 1.377, 2.393], [1.282, -3.173, -4.821], [0.954, 2.533, -6.019], [4.069, -3.763, 3.645], [0.949, 1.806, 4.871], [2.034, -1.820, 0.378], [-2.570, 3.728, 6.395], [-2.553, 3.463, 4.254], [1.284, 2.806, 1.195], [-0.168, -2.313, -3.515], [1.118, -4.267, -2.985], [0.467, -4.374, -1.771], [1.164, 0.522, 0.449], [3.786, -3.941, 2.739], [-1.580, 2.170, -2.894], [-2.122, 4.450, 4.071], [-2.013, 2.479, 3.221], [-0.562, 0.891, 4.953], [3.016, -1.671, 2.952], [-2.087, 1.658, -0.874], [-0.430, 2.527, 6.812], [2.798, -3.822, 0.364], [0.788, -3.247, -3.865], [-0.496, 2.331, 3.360], [2.274, 0.324, 2.972], [-2.478, 1.500, 3.365], [-2.523, -2.788, 0.996], [-0.681, 2.868, 5.806], [2.369, -0.582, 2.395], [1.521, -0.044, -2.435], [-0.009, 3.286, 3.135], [-1.712, -1.415, -1.951], [-0.867, 2.540, -4.863], [-2.193, 3.008, 5.665], [0.646, 0.578, -2.547], [1.876, -4.987, -3.250], [1.413, 1.003, -4.696], [-0.803, -2.394, -2.282], [-0.917, -0.754, 0.309], [-3.637, 3.546, 4.153], [-1.147, -3.605, -0.217]], "e_lumo_ev": 0.7, "gap_ev": 8.94, "smiles": "CCOc1cccc(N(C(=O)[C@@H]2COc3ccccc3O2)[C@@H](C(=O)NC2CCCCC2)c2ccc(O)cc2)c1", "homo_energy_ev": -8.3}

***

Record 6
{"formula": "C22H29BCoF4N4O5Si", "method": "ωB97M-V/def2-TZVPD", "symbols": ["C", "H", "H", "H", "C", "C", "H", "N", "O", "C", "C", "H", "C", "C", "C", "H", "H", "H", "H", "N", "H", "H", "F", "H", "F", "H", "C", "H", "H", "O", "C", "H", "H", "N", "F", "C", "H", "C", "H", "C", "C", "C", "O", "C", "Co", "O", "H", "H", "H", "H", "H", "C", "H", "C", "C", "Si", "F", "C", "N", "C", "B", "H", "H", "O", "C", "H", "H"], "xyz": [[-0.783, -4.435, 0.849], [1.542, -2.718, 3.939], [0.348, -2.130, -4.895], [-1.236, -5.303, 0.357], [-3.585, -2.480, -0.767], [-0.447, -4.812, 2.297], [1.375, -0.908, -5.623], [-1.712, -1.073, -0.435], [4.130, 4.801, 3.135], [3.352, 2.723, 0.293], [1.466, 1.493, -3.561], [4.045, 3.172, -0.401], [-3.116, -1.418, 1.479], [0.574, 0.872, 2.884], [-3.232, -2.622, -2.112], [0.547, -1.676, 2.910], [1.462, 2.056, -4.491], [-0.975, 1.090, -5.663], [-1.240, -5.468, 2.670], [1.681, -3.068, 1.907], [1.978, -4.036, 1.965], [1.221, 2.183, -2.764], [0.092, 3.759, -1.059], [2.477, 1.128, -3.407], [-0.996, 1.904, -0.291], [-3.832, -3.258, -2.755], [0.423, -3.986, 0.008], [-1.857, -2.043, -3.648], [-2.086, 0.055, -4.776], [-0.278, 0.166, 2.262], [-2.790, -1.676, 0.039], [-1.245, -3.026, 3.173], [1.136, -4.814, -0.066], [-0.294, -0.436, -2.061], [-1.919, 3.984, -0.041], [1.581, 1.590, 1.994], [-1.523, -3.635, 0.844], [2.442, 2.562, 2.483], [0.090, -3.709, -0.992], [2.475, 1.732, -0.106], [3.346, 3.151, 1.613], [1.080, -2.788, 0.670], [5.371, 4.337, 1.326], [-1.367, -1.140, -1.749], [-0.062, 0.053, 0.135], [1.052, -1.650, 0.212], [0.472, -5.408, 2.314], [2.472, 1.344, -1.114], [-4.458, -2.975, -0.368], [-2.230, -1.027, 1.978], [-1.678, 1.635, -4.146], [-2.145, -1.960, -2.612], [-0.326, -4.029, 4.288], [4.397, 4.223, 2.080], [0.886, -2.700, 3.065], [0.183, 0.091, -3.619], [-1.788, 3.059, -2.096], [1.019, -1.304, -4.675], [1.603, 1.181, 0.726], [-1.277, 0.772, -4.667], [-1.152, 3.208, -0.879], [-3.889, -0.653, 1.537], [-3.483, -2.318, 1.975], [0.666, 0.963, 4.105], [-0.342, -3.627, 3.271], [1.875, -1.717, -4.149], [2.399, 2.842, 3.525]], "s_squared": 3.76, "e_lumo_ev": [3.8, 3.8], "charge": -2, "gap_ev": [6.64, 6.64], "homo_energy_ev": [-2.8, -2.8], "spin_multiplicity": 4}

***

Record 7
{"formula": "C29H30Cl75N2O4PS", "method": "ωB97M-V/def2-TZVPD", "symbols": ["O", "Cl", "H", "Cl", "Cl", "C", "Cl", "Cl", "C", "Cl", "Cl", "H", "Cl", "Cl", "Cl", "Cl", "H", "H", "Cl", "C", "H", "P", "H", "O", "C", "Cl", "C", "C", "O", "H", "Cl", "N", "H", "Cl", "C", "Cl", "Cl", "Cl", "H", "Cl", "Cl", "C", "H", "Cl", "C", "Cl", "H", "C", "Cl", "C", "Cl", "H", "Cl", "Cl", "C", "Cl", "H", "Cl", "Cl", "Cl", "Cl", "Cl", "Cl", "Cl", "C", "Cl", "Cl", "O", "Cl", "Cl", "H", "Cl", "C", "H", "Cl", "H", "Cl", "C", "C", "Cl", "H", "Cl", "Cl", "H", "S", "H", "Cl", "Cl", "C", "Cl", "Cl", "H", "Cl", "Cl", "C", "C", "Cl", "C", "H", "Cl", "H", "Cl", "Cl", "C", "H", "Cl", "N", "Cl", "Cl", "H", "Cl", "Cl", "C", "Cl", "Cl", "H", "Cl", "H", "Cl", "C", "Cl", "C", "Cl", "Cl", "Cl", "H", "H", "H", "H", "C", "Cl", "Cl", "C", "Cl", "Cl", "Cl", "C", "Cl", "Cl", "C", "Cl", "C"], "xyz": [[3.042, -3.284, -2.888], [-1.153, -5.599, 5.481], [2.069, -4.944, -4.203], [4.825, -7.928, -2.317], [-7.873, -2.286, 2.859], [-5.077, -6.403, 2.941], [7.149, 3.374, -5.838], [-5.679, 1.430, 12.941], [0.180, -2.050, -5.948], [0.366, -6.794, -11.623], [3.988, -6.125, -4.874], [-6.297, -1.886, 12.574], [-4.426, -7.447, 4.212], [-4.158, -0.979, 12.934], [-2.356, 9.957, -7.457], [0.717, 8.910, 3.573], [6.480, 1.272, -5.021], [9.737, 4.595, -6.484], [1.864, -2.020, -5.414], [-6.704, 2.867, 12.807], [-9.676, 1.113, 5.963], [5.185, -1.340, -2.671], [5.980, -2.437, -0.744], [1.177, -2.270, -2.149], [2.242, 8.066, 3.272], [-11.210, 2.861, 6.371], [2.233, -1.268, -1.928], [-3.443, -4.406, 8.997], [1.498, -4.615, -1.574], [2.967, 8.394, 4.014], [-1.958, 7.465, 2.589], [6.337, -1.682, -1.365], [3.702, -2.596, -1.062], [-5.524, -1.415, 10.404], [-0.989, -6.421, -12.698], [5.711, 1.270, -7.244], [-3.830, -5.300, 2.342], [5.664, -10.361, -0.961], [-1.703, 9.167, -5.341], [3.019, -5.515, -1.510], [5.138, 2.257, -3.123], [-3.678, 1.435, 0.937], [6.431, -0.863, -0.734], [-3.139, 0.584, 2.390], [6.884, 1.628, -5.967], [10.076, 1.525, -2.160], [2.259, -0.775, -0.899], [-8.410, -1.982, 4.516], [-4.567, 7.046, 1.373], [-1.434, 6.625, -1.584], [8.412, 0.787, -6.272], [-3.764, 6.217, 3.424], [-6.200, 4.101, 13.971], [5.181, -4.131, -0.149], [-1.797, 10.155, -5.790], [2.869, 8.466, 1.666], [3.050, -3.310, -0.705], [-3.555, -6.528, -7.998], [11.690, 3.471, -5.813], [6.640, -3.718, -8.339], [-0.642, -6.958, -14.347], [-2.292, 2.121, 0.068], [-4.701, -3.858, -7.847], [-0.025, -3.182, -7.293], [0.843, 0.408, -2.365], [2.520, 3.076, -4.095], [-8.470, 2.596, 7.330], [5.768, -2.190, -4.041], [1.296, -6.303, -5.959], [-2.661, -4.457, -9.835], [-2.468, -4.506, -7.492], [-4.085, 6.932, 6.022], [-3.382, 8.433, 6.638], [-9.227, -2.664, 4.742], [6.262, -2.973, -5.552], [-3.895, -4.730, 9.931], [-0.210, 10.935, -5.755], [-3.329, 6.357, 2.436], [8.320, 1.732, -2.219], [2.767, -3.795, -6.125], [-0.740, -4.371, 3.527], [-3.599, 4.158, 8.027], [-2.807, 4.777, 1.831], [6.620, -1.565, -7.395], [-0.444, 1.087, -1.531], [4.158, -8.720, -0.207], [-2.870, 9.462, 5.293], [-4.710, -3.719, 7.971], [1.835, -3.566, -2.129], [-4.861, 2.686, 1.355], [-0.790, -6.595, 2.767], [3.518, 3.560, -2.023], [-8.999, 2.811, 4.481], [-0.038, 7.493, -0.931], [9.938, 3.703, -5.893], [-3.243, -4.798, -8.199], [2.662, -4.576, 1.232], [3.563, -2.149, -2.122], [6.317, -1.595, -4.611], [-1.345, -4.688, -12.670], [-4.142, 8.963, 7.208], [4.540, 5.081, -3.495], [-1.231, 4.880, -1.381], [3.880, 3.501, -3.047], [-4.957, 2.262, 8.305], [-1.676, 7.029, -3.291], [1.927, -0.126, -2.866], [1.379, -5.196, 4.115], [-8.991, -0.319, 4.681], [-4.165, 0.718, 0.279], [6.266, -7.765, 0.204], [2.028, 6.317, 3.438], [-9.603, 2.202, 6.030], [7.666, 1.960, -0.589], [-6.417, 4.037, 8.806], [-5.403, -7.031, 2.115], [-7.100, -2.283, 5.666], [-1.867, -6.956, -12.340], [-2.969, 11.088, -4.847], [-5.113, 3.255, 7.888], [-2.020, 8.086, 7.712], [7.020, -2.529, -7.085], [9.163, 2.324, -6.684], [-8.405, 2.443, 13.048], [-2.711, -5.803, 8.199], [-0.437, -2.389, -5.117], [8.099, 2.618, -2.804], [-2.319, 6.934, -1.030], [-6.591, 3.276, 11.805], [-0.375, -5.318, 3.919], [8.770, -2.368, -6.889], [-0.356, -0.428, -6.412], [3.426, -4.261, -0.331], [7.556, 0.342, -3.006], [9.269, 3.948, -4.273], [-6.475, -5.496, 3.537], [-5.336, -1.978, 12.071], [-4.851, -3.680, 12.109], [-5.560, 3.081, 6.185], [2.476, -5.251, -5.164], [-2.209, -3.194, 9.365], [5.102, -8.696, -0.749]], "e_lumo_ev": -0.8, "gap_ev": 6.35, "homo_energy_ev": -7.2}

***

Record 8
{"formula": "H2N4O2", "method": "ωB97M-V/def2-TZVPD", "symbols": ["N", "N", "O", "H", "O", "N", "H", "N"], "xyz": [[-1.108, -0.161, -0.162], [-2.103, 0.131, 0.497], [2.320, -0.136, -0.153], [2.233, -0.889, -0.823], [-3.161, 0.456, 0.116], [0.034, -0.658, -0.047], [0.747, 1.143, 0.163], [1.037, 0.115, 0.408]], "e_lumo_ev": [-1.1, -1.1], "gap_ev": [7.82, 7.83], "smiles": "O=N/N=N\\NO", "homo_energy_ev": [-8.9, -8.9]}